Entry 1:
# C25H32BCrIN6O4PS2

C25H32BCrIN6O4PS2 as an isolated structure (ωB97M-V/def2-TZVPD, the Open Molecules 2025 dataset).

Results
gap between HOMO and LUMO (alpha / beta)	6.96 / 7.54	eV
spin multiplicity	2
⟨S²⟩	0.76
highest occupied orbital energy (alpha / beta)	-7.41 / -7.41	eV

Last column: Mulliken spin population.
Positions of all 73 atoms, in Å:
Cr -0.74064 0.43623 0.72195  1.0704
C -0.08433 1.11568 5.37543  0.0004
O 0.54743 1.91519 4.35766  0.0003
C 0.24135 1.59679 3.11535  -0.0039
O -0.56819 0.72085 2.81084  -0.0087
N 0.88126 2.36500 2.21170  -0.0027
N 0.74825 2.01682 0.86202  -0.0074
H 0.20417 1.57323 6.31504  0.0001
H 0.28364 0.09365 5.31875  -0.0001
H -1.16383 1.12992 5.24850  0.0001
H 1.69914 2.88548 2.49925  -0.0012
H 1.66438 1.68300 0.53071  0.0045
H 0.47235 2.83308 0.32227  -0.0018
O -2.73529 -3.12456 0.80155  0.0075
C -1.77158 -2.40753 0.64278  0.0031
O -1.81154 -1.11402 0.69914  0.0141
C -0.44122 -3.12108 0.31574  0.0011
P 1.08578 -2.16400 0.13666  0.0036
C 2.40882 -3.26441 0.68813  -0.0015
C 3.04486 -4.11950 -0.20794  0.0003
C 4.00550 -5.00931 0.24876  -0.0003
C 4.33832 -5.04196 1.59479  0.0000
C 3.71580 -4.18164 2.48815  -0.0004
C 2.75133 -3.29502 2.03824  -0.0007
C 1.47181 -1.78341 -1.57011  -0.0004
C 2.42704 -0.79024 -1.78403  -0.0004
C 2.80628 -0.47726 -3.07955  -0.0003
C 2.24800 -1.15562 -4.15429  -0.0002
C 1.31839 -2.16316 -3.93840  0.0004
C 0.93366 -2.48214 -2.64529  -0.0038
H -0.60409 -3.74806 -0.56154  0.0009
H -0.26093 -3.81608 1.13892  -0.0018
H 2.80528 -4.08270 -1.26320  -0.0002
H 4.50280 -5.66838 -0.45047  0.0000
H 5.09398 -5.73162 1.94740  0.0000
H 3.99420 -4.18822 3.53339  0.0000
H 2.29279 -2.60382 2.73336  -0.0009
H 2.88989 -0.27213 -0.94728  0.0003
H 3.54529 0.29545 -3.24507  0.0001
H 2.54498 -0.90562 -5.16452  0.0000
H 0.89163 -2.69949 -4.77572  0.0000
H 0.21207 -3.27400 -2.48590  0.0001
C -1.04379 4.93427 2.06962  0.0003
N -1.22901 4.63902 0.65929  -0.0006
C -0.90163 5.51010 -0.35967  -0.0005
C -1.40380 4.97754 -1.49292  0.0006
N -2.04899 3.80327 -1.17629  -0.0069
B -3.01852 3.17071 -2.24479  0.0063
N -3.34066 1.66612 -1.99419  -0.0023
C -4.61258 1.17903 -2.19495  0.0005
C -4.54677 -0.16826 -2.25225  -0.0009
N -3.22178 -0.50213 -2.08112  -0.0021
C -2.69029 -1.84154 -2.23222  -0.0038
C -2.50325 0.62923 -1.92538  -0.0032
S -0.79401 0.68924 -1.62779  -0.0116
C -1.92963 3.59080 0.13794  -0.0013
S -2.46697 2.24037 1.07149  -0.0123
H -0.01689 5.24745 2.25037  -0.0002
H -1.26993 4.04157 2.64253  0.0001
H -1.72176 5.73282 2.37085  -0.0001
H -0.35103 6.41608 -0.18087  -0.0001
H -1.36671 5.32950 -2.50778  -0.0001
H -2.48202 3.29517 -3.31917  -0.0003
H -4.07004 3.76103 -2.17754  -0.0002
H -5.45421 1.84229 -2.26898  -0.0002
H -5.30956 -0.91535 -2.37560  0.0000
H -3.23663 -2.53046 -1.59116  -0.0014
H -1.64216 -1.81605 -1.95085  0.0040
H -2.77054 -2.15170 -3.27448  -0.0003
I 4.07839 1.19807 1.28036  0.0016
C 0.90934 -0.73645 1.10915  -0.0367
H 0.76892 -1.10577 2.13071  -0.0069
H 1.79769 -0.10138 1.08252  0.0081

---

Entry 2:
# C19H29AsCl2F6HfNSi2

C19H29AsCl2F6HfNSi2 as an isolated structure (ωB97M-V/def2-TZVPD, the Open Molecules 2025 dataset).

Results
gap between HOMO and LUMO (alpha / beta)	8.17 / 5.60	eV
net charge	+2
spin multiplicity	2
⟨S²⟩	0.77
highest occupied orbital energy (alpha / beta)	-15.09 / -15.10	eV
energy above the lowest of the compared OMol25 structures with the same formula, charge and spin	0.0	kcal per mole

Last column: Mulliken spin population.
Positions of all 61 atoms, in Å:
Hf 0.36389 0.02733 -1.32977  0.0232
Cl 3.08775 0.32725 -1.28447  0.0011
C 3.69620 -0.73763 -2.62702  0.0035
Cl 2.33193 -1.45414 -3.45921  -0.0003
H 4.30653 -1.50243 -2.16229  0.0006
H 4.25042 -0.09186 -3.29732  0.0000
C -2.87775 -1.27694 -0.45287  -0.0001
Si -2.07516 -0.44751 1.02991  -0.0001
C -2.71456 1.30858 1.10629  0.0015
C -2.69756 -1.34056 2.54297  -0.0001
C -0.14339 -0.57836 0.73534  -0.0077
C 0.00860 -2.03590 0.36203  0.0081
C -0.23239 -3.15898 1.14953  -0.0011
C -0.13026 -4.40968 0.57468  0.0004
C 0.19885 -4.53755 -0.77736  0.0004
C 0.45097 -3.40122 -1.50014  -0.0003
N 0.37430 -2.18181 -0.92867  -0.0006
Si 1.09684 -0.18812 2.17794  -0.0071
C 0.31018 -0.25949 3.86424  -0.0001
C 1.93983 1.49457 2.08052  0.0401
C 2.51698 -1.40731 2.06089  0.0006
H -3.95595 -1.25661 -0.26689  0.0000
H -2.60032 -2.32808 -0.55828  0.0000
H -2.73830 -0.78978 -1.41958  -0.0001
H -3.80115 1.21936 1.20091  0.0006
H -2.53279 1.89990 0.20704  0.0031
H -2.37478 1.86681 1.98193  -0.0001
H -3.76291 -1.10536 2.62460  0.0000
H -2.22740 -1.03440 3.47464  0.0000
H -2.62689 -2.42527 2.45491  0.0000
H -0.49213 -3.04069 2.19209  -0.0001
H -0.31424 -5.29534 1.16957  0.0001
H 0.26003 -5.50652 -1.25085  -0.0001
H 0.71116 -3.44301 -2.54764  0.0000
H -0.53243 0.42976 3.95633  0.0001
H 1.05411 0.03859 4.60739  0.0003
H -0.03933 -1.25703 4.13584  0.0000
H 1.34868 2.32041 2.47862  -0.0033
H 2.32525 1.79295 1.10079  -0.0156
H 2.81547 1.40567 2.73192  0.0043
H 2.24715 -2.46136 2.06255  0.0000
H 3.15940 -1.23798 2.92962  0.0003
H 3.13293 -1.21712 1.17731  -0.0001
F -1.36714 1.10825 -2.14896  -0.0040
As -1.12741 0.66784 -3.95658  -0.0022
F -1.34039 2.26852 -4.39214  -0.0003
F 0.57963 1.03318 -3.43132  0.0002
F -0.58249 0.04359 -5.40558  -0.0001
F -0.70842 -0.89275 -3.08302  0.0019
F -2.72715 0.20015 -4.05945  0.0000
C 0.03318 4.99687 -0.78457  0.1865
C -0.53202 4.20286 0.20063  -0.0030
C -0.10217 2.89495 0.30016  0.2326
C 0.71182 2.29029 -0.70494  0.3489
C 1.38858 3.15425 -1.59973  0.0158
C 0.99173 4.46285 -1.69065  0.1229
H -0.19664 6.05409 -0.83594  -0.0001
H -1.22044 4.61489 0.92548  0.0045
H -0.41179 2.29760 1.14482  0.0367
H 2.10277 2.77665 -2.31854  -0.0019
H 1.39059 5.10277 -2.46769  0.0100

---

Entry 3:
# CH11NO5

A 5-piece molecular cluster, CH11NO5 overall in a non-equilibrium geometry (ωB97M-V/def2-TZVPD, the Open Molecules 2025 dataset).

Results
gap between HOMO and LUMO	11.26	eV
structure (SMILES)	NC=O.O.O.O.O
highest occupied orbital energy	-10.61	eV
energy above the lowest of the compared OMol25 structures with the same formula, charge and spin	9.5	kcal per mole

Last column: Löwdin charge in e.
Positions of all 18 atoms, in Å:
N -0.93480 -0.77472 0.34352  0.1608
C -1.10585 0.29731 1.12225  -0.3583
O -0.43631 1.32379 1.08463  -0.0182
H -1.36527 -1.63390 0.64796  0.1054
H -0.43991 -0.74592 -0.53844  0.0609
H -1.86082 0.06117 1.87987  0.1350
O -0.70386 -2.91186 -1.87043  -0.0606
H 0.11355 -3.39268 -1.68872  0.0454
H -0.39189 -2.34001 -2.58668  0.0309
O 0.38730 0.20787 -2.19783  -0.0841
H 0.48214 1.10179 -1.75445  0.0179
H -0.00772 0.42361 -3.03972  0.0372
O 1.56725 -0.60306 2.99244  -0.0587
H 1.28171 0.23991 2.57462  0.0320
H 2.49980 -0.55359 2.87066  0.0124
O 0.65092 2.60036 -0.83303  -0.0797
H 0.36207 2.04088 -0.05187  -0.0043
H 1.29060 3.21683 -0.53774  0.0258

---

Entry 4:
# C63H50F5KN2P3SSeSi

C63H50F5KN2P3SSeSi as an isolated structure (ωB97M-V/def2-TZVPD, the Open Molecules 2025 dataset).

Results
gap between HOMO and LUMO	5.42	eV
net charge	-1
highest occupied orbital energy	-3.74	eV

Last column: Löwdin charge in e.
Positions of all 127 atoms, in Å:
K -0.88546 -0.36952 -0.54875  0.3849
C 2.07028 -1.71453 7.27998  -0.1024
C 2.17623 -2.76056 6.37784  -0.0914
C 1.88933 -2.55800 5.03313  -0.0846
C 1.49017 -1.30658 4.57741  -0.3479
C 1.38031 -0.25887 5.49495  -0.0907
C 1.67324 -0.45989 6.83277  -0.0823
P 1.02279 -0.92224 2.85317  1.1053
C 1.10557 -2.58594 2.10707  -0.3761
C 2.12750 -3.07579 1.30360  -0.1119
C 2.07949 -4.37620 0.81596  -0.0871
C 1.01496 -5.20492 1.13493  -0.1026
C -0.02049 -4.72186 1.93006  -0.1040
C 0.01940 -3.41939 2.40019  -0.1099
C 2.47558 -0.00022 2.22138  -0.3696
C 3.76381 -0.45305 2.49153  -0.1142
C 4.86817 0.17025 1.93098  -0.0950
C 4.66459 1.26430 1.10068  -0.0878
C 3.38340 1.74387 0.87369  -0.0984
C 2.25382 1.14776 1.43570  -0.2877
Si 0.45810 1.84089 1.17459  0.6109
C -0.03504 2.17737 3.01402  -0.3394
C 0.63424 3.03958 3.88579  -0.1241
C 0.13699 3.34376 5.14444  -0.0979
C -1.06388 2.78965 5.56525  -0.0914
C -1.73540 1.90574 4.73344  -0.1102
C -1.21436 1.57792 3.48640  -0.4176
P -2.07056 0.38449 2.35697  0.9939
C -2.66206 -0.96953 3.46087  -0.3770
C -2.12876 -1.22964 4.72276  -0.1070
C -2.41735 -2.41120 5.39204  -0.0827
C -3.25301 -3.35759 4.81818  -0.1014
C -3.78482 -3.11958 3.55704  -0.0988
C -3.47459 -1.94941 2.88388  -0.1412
C -3.59173 1.40499 2.09483  -0.3404
C -3.39236 2.70184 1.61680  -0.1021
C -4.46342 3.53614 1.34873  -0.0991
C -5.76508 3.09085 1.54245  -0.1003
C -5.97531 1.80433 2.01314  -0.0951
C -4.89863 0.97129 2.28839  -0.0919
C 0.77544 3.59439 0.42485  -0.3196
C 0.73710 4.81305 1.10047  -0.0994
C 0.94997 6.02382 0.45146  -0.0983
C 1.22120 6.04776 -0.90479  -0.0957
C 1.22176 4.85476 -1.61763  -0.0850
C 0.97317 3.65118 -0.97538  -0.3944
P 0.79353 2.06123 -1.90781  1.0495
C -1.02158 2.07487 -2.27271  -0.4267
C -1.93491 2.92674 -1.66245  -0.0833
C -3.29421 2.81694 -1.93424  -0.0798
C -3.76030 1.86176 -2.82317  -0.0853
C -2.85744 1.00646 -3.44738  -0.0789
C -1.50561 1.10710 -3.16481  -0.1663
C 1.47555 2.49121 -3.54727  -0.3846
C 0.76132 3.06015 -4.59569  -0.0995
C 1.38765 3.34689 -5.79941  -0.0830
C 2.73659 3.08072 -5.96404  -0.0973
C 3.46030 2.51458 -4.92429  -0.0859
C 2.82975 2.21315 -3.72948  -0.0974
H 2.29503 -1.87398 8.32692  0.0947
H 2.48660 -3.74135 6.71603  0.0976
H 1.97320 -3.38550 4.33968  0.0998
H 1.06172 0.71945 5.15774  0.0832
H 1.58154 0.36618 7.52735  0.1008
H 2.94940 -2.43106 1.02477  0.0939
H 2.87097 -4.73203 0.16933  0.1074
H 0.98373 -6.21907 0.75608  0.1009
H -0.86344 -5.35495 2.18114  0.1023
H -0.79041 -3.04967 3.01891  0.0844
H 3.90109 -1.30904 3.14603  0.1037
H 5.86759 -0.19267 2.13550  0.0947
H 5.50958 1.76188 0.63963  0.0978
H 3.26508 2.63061 0.25965  0.0903
H 1.57304 3.48058 3.56673  0.1057
H 0.67862 4.02062 5.79564  0.0984
H -1.47596 3.04072 6.53461  0.0968
H -2.67688 1.47694 5.05852  0.1087
H -1.44600 -0.52712 5.17910  0.0817
H -1.96879 -2.59448 6.36057  0.1044
H -3.47726 -4.27929 5.33959  0.0964
H -4.42383 -3.85615 3.08562  0.0989
H -3.85079 -1.81086 1.87442  0.1027
H -2.38435 3.07032 1.45803  0.0914
H -4.27569 4.54038 0.98831  0.1048
H -6.60344 3.74344 1.33608  0.0956
H -6.98303 1.44319 2.17878  0.0970
H -5.09561 -0.01846 2.67821  0.0836
H 0.53735 4.82641 2.16494  0.0768
H 0.91857 6.94913 1.01553  0.0947
H 1.41176 6.98433 -1.41349  0.0947
H 1.39577 4.86726 -2.68723  0.0961
H -1.58597 3.68247 -0.96847  0.1010
H -3.99450 3.47797 -1.43956  0.0915
H -4.82008 1.78250 -3.03123  0.0986
H -3.19766 0.26483 -4.15898  0.1058
H -0.80625 0.44045 -3.66710  0.0462
H -0.29465 3.27104 -4.48227  0.1066
H 0.81196 3.76342 -6.61592  0.1018
H 3.21985 3.28403 -6.91105  0.0999
H 4.50756 2.27638 -5.05717  0.1005
H 3.38703 1.73134 -2.93288  0.1003
F 4.01120 -3.74512 -9.67449  0.0974
C 3.15499 -3.10250 -8.86735  -0.1563
C 2.05770 -3.75885 -8.34070  -0.1582
F 1.85130 -5.05009 -8.63974  0.0964
C 1.18349 -3.07909 -7.51114  -0.2623
F 0.14546 -3.79665 -7.04080  0.0437
C 1.33456 -1.74105 -7.16256  -0.5588
Se 0.09685 -0.81692 -6.04007  0.5799
C 2.45412 -1.12212 -7.71257  -0.2697
F 2.71257 0.16494 -7.45806  0.0621
C 3.34893 -1.77132 -8.54544  -0.1547
F 4.40708 -1.11929 -9.04811  0.0989
C -1.30582 -3.66038 -4.15060  -0.0967
N -0.08743 -3.11549 -3.56467  -0.0392
C 0.15019 -2.83115 -2.29077  -0.8610
S 1.43423 -1.81909 -1.83287  0.5904
N -0.69974 -3.28757 -1.29820  -0.0679
C -1.48352 -4.51940 -1.33545  -0.0886
H -1.23778 -3.45421 -5.21515  0.0403
H -2.19570 -3.15105 -3.77209  0.0863
H -1.40086 -4.73347 -3.99489  0.0763
H 0.40349 -2.53902 -4.25874  0.0078
H -0.24214 -3.17462 -0.40169  0.0505
H -0.87940 -5.38493 -1.62227  0.0922
H -2.33863 -4.44445 -1.99757  0.0612
H -1.85256 -4.68458 -0.32459  0.0748

---

Entry 5:
# C6H8N

An isolated ion of composition C6H8N and charge +1 in a non-equilibrium geometry (ωB97M-V/def2-TZVPD, the Open Molecules 2025 dataset).

Results
gap between HOMO and LUMO (alpha / beta)	6.59 / 8.50	eV
net charge	+1
highest occupied orbital energy (alpha / beta)	-14.63 / -15.27	eV
energy above the lowest of the compared OMol25 structures with the same formula, charge and spin	183.4	kcal per mole

Last column: Löwdin charge in e.
Positions of all 15 atoms, in Å:
C -1.45724 -1.01954 -0.03183  -0.0326
C -1.94185 0.08570 -0.41558  0.2735
C -1.06965 1.43312 0.04654  -0.0551
C 1.03884 -0.93226 -0.22988  -0.0640
C 1.31726 0.59823 -0.25348  -0.1135
C -0.20178 -0.65916 0.62898  -0.2526
N 0.13673 0.83259 0.58392  0.0264
H -1.67209 -2.09467 -0.18657  0.1685
H -0.92684 2.05439 -0.88108  0.1447
H -1.66700 1.89002 0.89585  0.1618
H 0.88630 -1.42165 -1.12225  0.0854
H 1.71428 -1.64380 0.52031  0.1937
H 2.31026 0.91724 0.13361  0.1361
H 1.57350 0.90512 -1.34695  0.1694
H -0.04073 -0.94531 1.65841  0.1583